# 1
This record from OMol25 describes 11 unconnected molecules or ions with the total composition C89H174N9O13 at a distorted geometry. The level of theory is ωB97M-V/def2-TZVPD.

XYZ file:
```
285
Properties=species:S:1:pos:R:3:mulliken_spin:R:1
C -3.1769 -2.1091 4.7843 -0.060
C -4.0226 -3.2470 5.2820 0.043
C -4.4103 -3.3934 6.5866 -0.034
C -5.0368 -2.3922 7.5448 -0.005
C -6.4333 -2.0213 6.9852 0.003
C -6.6001 -1.2819 5.7240 -0.032
N -5.7929 -2.4686 4.7981 0.699
O -6.2563 -2.8046 3.7464 0.408
C -7.9584 -1.2428 5.2234 0.012
C -5.8382 -0.0119 5.5564 0.007
C -4.0367 -4.3526 4.4215 0.013
H -3.1318 -1.2922 5.4566 -0.002
H -3.2324 -1.9755 3.6578 -0.007
H -2.1748 -2.6090 4.9519 0.005
H -4.7436 -4.3655 6.9347 -0.038
H -3.4111 -3.3186 7.1128 0.002
H -4.4385 -1.4415 7.5291 0.002
H -5.1888 -2.8261 8.5252 0.002
H -6.7491 -1.3361 7.8040 0.007
H -7.0665 -2.9099 7.2014 -0.017
H -8.2972 -0.5699 6.0556 -0.002
H -8.2925 -0.6960 4.2877 -0.001
H -8.4400 -2.2622 5.2530 0.001
H -6.4329 0.6751 6.1231 -0.001
H -4.8166 -0.1627 5.9541 0.004
H -5.9184 0.2238 4.4633 -0.008
H -4.7151 -5.1256 4.6061 0.004
H -3.1581 -4.7301 5.0801 -0.014
H -3.4892 -4.3153 3.5050 0.003
C -1.3902 -6.4054 2.6395 0.032
C -0.1717 -5.5420 2.8566 -0.042
C 0.9716 -6.4204 3.4568 0.001
C 2.3691 -5.8984 3.3711 -0.019
C 2.6839 -5.7344 1.9517 -0.009
C 1.6829 -4.8026 1.1827 0.013
N 0.2833 -5.0252 1.5688 0.456
O -0.4889 -4.2992 0.8507 0.487
C 2.0829 -3.3820 1.3769 0.019
C 1.8688 -5.2072 -0.3012 0.004
C -0.4456 -4.4256 3.8293 0.045
H -1.9817 -5.9410 1.8326 -0.001
H -1.9019 -6.6212 3.5669 -0.001
H -0.9723 -7.2783 2.1272 0.005
H 0.6667 -6.7268 4.4414 -0.002
H 0.9572 -7.3004 2.8148 -0.008
H 2.9589 -6.6183 3.8933 0.000
H 2.3978 -4.9019 3.7817 0.001
H 2.7297 -6.6766 1.4405 0.005
H 3.6593 -5.2547 1.8633 0.001
H 2.0332 -3.0903 2.4654 0.024
H 3.1130 -3.2488 1.0771 0.011
H 1.5175 -2.6371 0.8381 -0.038
H 1.2508 -6.0662 -0.5895 -0.008
H 1.6535 -4.3454 -0.9690 0.013
H 2.9086 -5.4723 -0.5325 0.002
H -1.2048 -3.6574 3.4554 -0.022
H 0.4748 -3.9791 4.0958 0.031
H -0.8964 -4.8460 4.7579 -0.001
C -5.7017 1.5592 -1.2913 0.063
C -6.5019 0.4067 -1.7232 -0.068
C -5.6530 -0.8628 -1.2507 -0.002
C -6.0926 -1.4391 0.0769 -0.031
C -7.5703 -1.7268 0.0333 0.029
C -8.3486 -0.3913 -0.1119 -0.041
N -7.8908 0.5213 -1.1502 0.452
O -8.4938 1.5230 -1.3668 0.501
C -9.7857 -0.7311 -0.5098 0.020
C -8.3626 0.3483 1.2538 0.065
C -6.7560 0.3706 -3.2246 0.034
H -6.2041 2.5487 -1.3597 -0.004
H -4.9210 1.7380 -2.0252 0.005
H -5.2303 1.3422 -0.3677 -0.014
H -5.9188 -1.6695 -1.9347 0.006
H -4.5866 -0.6050 -1.4393 0.021
H -5.8256 -0.7353 0.8784 0.001
H -5.4542 -2.3083 0.2647 -0.007
H -7.8489 -2.2183 0.9495 -0.004
H -7.7581 -2.3590 -0.8180 0.006
H -10.5153 -1.2825 0.1325 0.002
H -10.2363 0.2272 -0.9228 -0.004
H -9.7466 -1.3714 -1.3792 -0.003
H -8.7966 -0.3529 1.9629 0.000
H -7.3199 0.4910 1.5346 -0.017
H -8.8381 1.2738 1.3360 0.002
H -7.3043 1.2501 -3.5792 -0.001
H -7.3456 -0.5296 -3.5219 -0.007
H -5.8248 0.1966 -3.8075 0.000
C 4.9269 -0.2154 -3.3702 0.030
C 5.4449 -1.4307 -2.3997 0.008
C 6.6635 -2.0549 -2.9731 0.007
C 7.4410 -2.9581 -1.9936 -0.026
C 7.8843 -2.2201 -0.7055 0.031
C 6.6577 -1.5506 -0.1737 -0.021
N 5.8269 -0.7717 -1.0235 0.485
O 4.9609 0.0080 -0.5722 0.415
C 5.8773 -2.5159 0.6158 -0.012
C 7.1000 -0.2994 0.8640 -0.009
C 4.3704 -2.4585 -2.3571 -0.003
H 5.1241 0.7571 -2.9213 0.005
H 3.8318 -0.1271 -3.4075 0.000
H 5.4517 -0.1698 -4.3503 0.003
H 6.3884 -2.5338 -3.9029 0.000
H 7.2839 -1.1505 -3.1956 -0.009
H 8.2735 -3.3772 -2.5525 -0.001
H 6.8194 -3.8584 -1.8021 0.000
H 8.6417 -1.4146 -0.8835 -0.004
H 8.1810 -2.9192 0.0994 -0.001
H 6.2043 -2.8774 1.5536 -0.001
H 4.9728 -1.8969 0.6971 0.043
H 5.7260 -3.4088 0.0988 -0.006
H 6.5807 -0.0559 1.7413 -0.004
H 8.1087 -0.5603 1.1897 0.003
H 7.3361 0.6722 0.2447 0.030
H 4.0770 -3.0416 -3.1911 -0.004
H 3.6307 -2.3333 -1.5554 0.019
H 4.9668 -3.1528 -1.6820 0.002
C 6.6035 4.4460 2.2531 0.049
C 5.7034 4.2692 1.0096 -0.034
C 4.9809 5.6712 0.7822 -0.003
C 4.4939 5.6818 -0.6464 0.007
C 5.6206 5.6066 -1.7091 0.006
C 6.3174 4.3168 -1.5042 -0.045
N 6.2830 3.7029 -0.2203 0.486
O 6.7646 2.5021 -0.0738 0.458
C 5.6092 3.3072 -2.3759 0.027
C 7.7134 4.4652 -2.1871 0.045
C 4.6006 3.2576 1.4476 0.016
H 7.2888 5.2982 2.1691 -0.005
H 7.2429 3.5801 2.3627 0.001
H 5.9475 4.7148 3.0645 -0.001
H 4.0839 5.6263 1.3958 -0.001
H 5.5072 6.5974 1.0575 0.000
H 3.8061 6.4699 -0.8749 0.001
H 3.9303 4.6837 -0.6774 -0.009
H 6.2204 6.5023 -1.5876 0.001
H 5.2722 5.4800 -2.7159 -0.003
H 5.5220 3.7239 -3.4276 0.001
H 6.2289 2.4427 -2.4584 -0.001
H 4.6009 3.0627 -2.1354 0.005
H 7.7075 5.1015 -3.1025 0.002
H 8.3548 5.0029 -1.4537 -0.005
H 8.1157 3.4799 -2.2523 -0.002
H 4.0763 3.7381 2.3298 -0.004
H 5.1265 2.3525 1.8351 0.002
H 3.9764 2.8613 0.5840 -0.003
C 3.3584 -0.7212 3.0528 0.014
C 3.4449 -0.1576 4.4836 -0.035
C 3.5843 1.3424 4.3612 0.046
C 3.0935 2.0797 5.5419 -0.021
C 1.5805 1.6389 5.7560 0.096
C 1.2347 0.1649 6.0388 -0.098
N 2.0443 -0.6212 4.9067 0.548
O 1.6303 -1.7398 4.6807 0.426
C 1.7168 -0.1458 7.4766 0.015
C -0.1916 -0.1673 5.7049 0.004
C 4.4710 -0.7339 5.5510 0.024
H 4.1238 -0.1635 2.4870 -0.034
H 2.4565 -0.5077 2.4752 -0.016
H 3.5693 -1.7701 3.1673 0.019
H 4.6167 1.4729 4.0342 0.000
H 2.8698 1.6473 3.5911 -0.004
H 3.1616 3.1637 5.2706 -0.003
H 3.6977 1.9899 6.4877 -0.002
H 1.2133 1.7466 4.6839 -0.020
H 1.0684 2.3598 6.4217 0.002
H 2.5738 0.4185 7.9167 0.000
H 0.8947 0.1324 8.1572 0.001
H 1.8617 -1.1613 7.8518 -0.002
H -0.3862 -0.9966 6.3868 0.003
H -0.7281 0.7424 5.8570 -0.001
H -0.5280 -0.4444 4.7223 0.008
H 4.8080 -0.2665 6.4975 0.002
H 5.5423 -0.6054 5.0816 0.004
H 4.2935 -1.8104 5.7007 0.000
C -2.5745 3.5189 -3.6815 0.043
C -2.6893 4.7747 -2.7399 -0.047
C -1.4729 4.7925 -1.6374 0.018
C -0.1694 5.2570 -2.2835 -0.013
C -0.4109 6.7450 -2.6817 0.013
C -1.4985 7.0231 -3.7785 -0.010
N -2.5494 5.9824 -3.7072 0.447
O -3.4706 5.9817 -4.6019 0.513
C -2.0180 8.4487 -3.7049 0.033
C -0.8877 6.7384 -5.2248 0.026
C -4.0328 4.8398 -2.0663 0.035
H -2.3738 2.5866 -3.2190 -0.026
H -1.7304 3.5253 -4.4832 -0.014
H -3.5790 3.3862 -4.2698 0.006
H -1.7160 5.4351 -0.8261 -0.002
H -1.4323 3.7667 -1.3223 -0.011
H 0.1424 4.5992 -3.1533 -0.002
H 0.6516 5.2568 -1.5299 0.002
H 0.4879 7.2582 -2.9518 0.000
H -0.7283 7.2904 -1.7408 0.001
H -1.2272 9.2073 -3.7955 0.001
H -2.8172 8.6213 -4.4250 -0.002
H -2.4009 8.5852 -2.7235 -0.005
H -1.5839 6.5695 -6.0758 0.000
H -0.1996 7.5913 -5.5455 0.000
H -0.4459 5.7572 -5.1945 -0.003
H -4.1266 5.7256 -1.5139 -0.014
H -4.3219 4.1329 -1.2963 0.006
H -4.8120 4.8294 -2.8039 0.001
C 1.3316 -3.2973 -6.2195 -0.003
C -0.0701 -3.8320 -5.9830 -0.067
C -0.1083 -4.9136 -4.8952 0.031
C -1.5972 -5.3405 -4.5668 -0.022
C -2.3983 -4.1630 -3.9960 0.026
C -2.3441 -2.9004 -4.9823 0.001
N -0.9862 -2.6958 -5.5607 0.512
O -0.7496 -1.5033 -5.8941 0.463
C -3.2944 -3.0328 -6.2753 0.044
C -2.6861 -1.6909 -4.3125 -0.003
C -0.5712 -4.3959 -7.3217 0.031
H 1.3131 -2.6899 -7.1223 0.003
H 1.9497 -4.1874 -6.3088 0.000
H 1.4853 -2.7961 -5.3109 0.006
H 0.3867 -5.7699 -5.3494 0.001
H 0.4549 -4.8817 -3.9271 -0.008
H -1.7336 -6.2429 -3.9943 -0.001
H -2.0680 -5.6067 -5.4973 0.000
H -2.1441 -4.1518 -2.9438 -0.002
H -3.4819 -4.3794 -3.8729 -0.001
H -3.2003 -2.0863 -6.7441 -0.005
H -3.1366 -3.8192 -7.0453 0.002
H -4.3350 -3.0021 -5.9980 0.003
H -3.0266 -0.9644 -5.0928 -0.002
H -3.4105 -1.8868 -3.5125 -0.015
H -1.7887 -1.3228 -3.9721 0.005
H -0.7165 -3.6211 -8.1536 -0.001
H -1.4725 -4.9918 -7.2778 0.000
H 0.2089 -5.1585 -7.6706 0.001
C 0.4961 0.9525 -3.3749 -0.042
C 0.5262 0.2139 -1.9741 -0.055
C 1.6977 0.8152 -1.0597 0.073
C 1.6534 0.2221 0.3363 -0.022
C 0.2555 0.5904 0.9841 0.069
C -0.8648 0.0385 0.0302 -0.042
N -0.6845 0.3361 -1.2843 0.378
O -1.7609 0.6124 -2.0021 0.565
C -1.1180 -1.5232 0.3269 0.047
C -2.1158 0.6845 0.5562 -0.026
C 0.9352 -1.3045 -2.3107 0.002
H 0.1393 1.9825 -3.1536 0.034
H -0.1933 0.4906 -4.0686 -0.015
H 1.4985 1.0486 -3.8499 -0.005
H 2.7525 0.7918 -1.3063 0.034
H 1.3464 1.8502 -0.7798 -0.019
H 2.4201 0.7809 0.8988 -0.021
H 1.9452 -0.8102 0.4746 0.009
H 0.2346 1.7113 1.0024 -0.012
H 0.1640 0.2217 2.0421 0.024
H -1.3150 -1.7813 1.3718 -0.003
H -1.9052 -1.8699 -0.3267 -0.006
H -0.1835 -2.0287 0.0858 0.026
H -3.0269 0.1635 0.2269 0.014
H -2.0266 0.9130 1.5971 -0.003
H -2.0266 1.6747 0.1031 0.013
H 1.7031 -1.6960 -1.5730 0.011
H 1.5201 -1.2830 -3.2628 -0.018
H 0.0687 -1.9545 -2.4581 0.034
O 0.0910 5.6221 2.1681 0.000
C -0.3328 4.7331 2.9128 0.000
O -1.0290 3.7087 2.4809 -0.001
C -1.6754 2.9942 3.5718 -0.004
C -1.4838 3.8787 4.8116 0.000
C -0.1839 4.5982 4.3599 -0.001
H -1.2857 1.9773 3.5375 0.004
H -2.8013 2.9462 3.4904 0.000
H -1.4905 3.4165 5.8047 0.000
H -2.3292 4.5209 4.7551 0.000
H 0.7552 4.0152 4.4544 0.000
H -0.0485 5.5306 4.8310 0.000
O 2.4535 3.3508 -5.0157 0.000
C 1.9935 2.5958 -5.8603 0.002
O 0.6593 2.6017 -6.0984 0.002
C 0.3836 1.7646 -7.2921 -0.002
C 1.6425 0.9510 -7.5902 -0.001
C 2.7003 1.8476 -6.8921 -0.002
H 0.1759 2.3851 -8.1148 0.000
H -0.5064 1.1711 -7.0938 0.004
H 1.8171 0.8601 -8.6696 0.000
H 1.6281 -0.0473 -7.1574 0.003
H 3.1155 2.5962 -7.5734 0.000
H 3.5454 1.2733 -6.5545 0.000
```

**Multiplicity**: 10
**Highest occupied orbital energy (alpha / beta)**: -0.2247 / -0.2468 Ha
**⟨S²⟩**: 24.79
**Kohn-Sham gap (alpha / beta)**: 6.36 / 6.97 eV
**LUMO level (alpha / beta)**: 0.247 / 0.248 eV

***

# 2
This record from OMol25 describes 13 unconnected molecules or ions with the total composition C43H85F15O35S8 at a distorted geometry. The level of theory is ωB97M-V/def2-TZVPD.

XYZ file:
```
186
Properties=species:S:1:pos:R:3:lowdin_charge:R:1
C -3.4945 4.3911 -3.8256 -0.034
C -1.9494 4.2241 -3.9093 -0.166
O -1.3483 5.2979 -4.6836 0.066
C -0.8140 6.2530 -3.9501 -0.389
O -0.7891 6.2421 -2.7524 0.110
C -0.1183 7.3448 -4.6877 -0.572
F 0.2980 8.2278 -3.8446 0.218
F 0.9798 6.9708 -5.3380 0.188
F -1.0039 7.9025 -5.5735 0.144
H -3.7293 5.3862 -3.4423 0.072
H -3.9543 3.5984 -3.2020 0.073
H -3.8130 4.3465 -4.8683 0.078
H -1.6743 3.2701 -4.3822 0.125
H -1.5506 4.2978 -2.8871 0.105
C -1.6356 -4.4402 3.1093 -0.060
C -2.4021 -4.8654 1.8971 -0.144
O -3.5279 -3.9369 1.7453 0.056
C -3.3310 -2.7998 1.1684 -0.411
O -2.2992 -2.3069 0.7470 0.138
C -4.5712 -1.9279 1.2531 -0.481
F -5.6869 -2.4957 1.6908 0.179
F -4.2263 -0.9102 2.0880 0.149
F -4.8815 -1.3898 0.0196 0.112
H -2.2885 -4.2961 3.9731 0.090
H -1.1239 -3.4603 2.9977 0.090
H -0.9960 -5.2919 3.3898 0.076
H -2.8132 -5.8575 1.9849 0.127
H -1.8088 -4.7426 0.9590 0.134
C 6.2924 -5.9926 2.2205 -0.044
C 5.7173 -5.6818 0.8400 -0.180
O 5.2556 -4.3489 0.7471 0.015
C 6.1164 -3.3767 0.6656 -0.396
O 7.2873 -3.5248 0.4380 0.169
C 5.3838 -2.0016 0.9047 -0.497
F 4.8034 -2.0358 2.1129 0.155
F 6.2831 -1.0296 0.8587 0.190
F 4.4002 -1.8951 -0.0351 0.129
H 6.4938 -7.0694 2.3209 0.096
H 5.5577 -5.8316 2.9669 0.047
H 7.2242 -5.5167 2.4697 0.076
H 4.8964 -6.3790 0.7418 0.126
H 6.5349 -5.8253 0.1221 0.134
C 0.9757 -0.0938 8.2566 -0.040
C 0.7281 -0.4898 6.8116 -0.228
O -0.1929 0.3822 6.2376 0.044
C -0.5463 0.2385 4.9979 -0.426
O -0.0362 -0.4714 4.1772 0.155
C -1.8822 0.9695 4.7192 -0.511
F -1.9733 1.1984 3.4264 0.172
F -2.8641 0.0970 5.0483 0.150
F -2.1153 2.1189 5.4090 0.160
H 1.5204 0.8047 8.2768 0.060
H 1.6230 -0.8362 8.7334 0.086
H 0.0352 0.0117 8.7737 0.083
H 0.3621 -1.5484 6.7602 0.144
H 1.6101 -0.5310 6.1585 0.126
C 2.9365 0.5795 -2.4504 -0.051
C 2.3322 0.0807 -3.7279 -0.175
O 3.2562 -0.2423 -4.7777 0.061
C 4.0856 -1.2194 -4.5011 -0.395
O 4.0156 -2.0190 -3.6053 0.152
C 5.2063 -1.1825 -5.5615 -0.491
F 4.7019 -1.6525 -6.6845 0.193
F 5.7107 0.0671 -5.6664 0.157
F 6.3179 -1.9492 -5.2222 0.110
H 3.8127 1.2705 -2.6282 0.118
H 3.1041 -0.0708 -1.6301 0.051
H 2.2766 1.3070 -2.0255 0.032
H 1.7188 0.8484 -4.1625 0.113
H 1.8200 -0.8637 -3.4816 0.116
O 0.2551 1.8558 -0.8396 -0.298
S -0.4490 0.9265 -1.6933 0.612
O -0.3719 1.0767 -3.1317 -0.292
O 0.1689 -0.5087 -1.2610 -0.285
C -0.5491 -1.6681 -2.0057 -0.173
C 0.2042 -2.9703 -1.6049 -0.031
C -2.1812 0.7392 -1.2528 -0.089
H -0.5010 -1.3309 -3.0381 0.087
H -1.6082 -1.7590 -1.6094 0.091
H 1.2695 -2.7937 -1.8755 0.075
H -0.2656 -3.8248 -2.1361 0.102
H 0.0219 -3.0610 -0.5230 0.067
H -2.6632 0.0579 -1.9143 0.014
H -2.7675 1.6591 -1.2318 0.072
H -2.2264 0.3760 -0.2087 0.087
O -0.9381 6.8770 1.5590 -0.283
S -1.6780 5.7399 2.0232 0.668
O -2.2844 5.7206 3.3319 -0.292
O -3.1016 5.5608 1.1116 -0.269
C -2.9309 6.1264 -0.1994 -0.296
C -4.1803 7.0059 -0.3936 -0.061
C -0.9015 4.1334 1.6847 -0.092
H -2.8054 5.2689 -0.8543 0.096
H -2.0050 6.6966 -0.2496 0.089
H -5.1970 6.5331 -0.3199 0.082
H -4.2306 7.5400 -1.3835 0.081
H -4.0715 7.8248 0.3324 0.081
H -1.3956 3.3762 2.2632 0.045
H 0.2119 4.1035 1.8054 0.064
H -1.2136 3.8346 0.6730 0.056
O 0.9551 -5.9175 4.9537 -0.315
S 2.2979 -6.3468 4.5569 0.628
O 2.5968 -7.7345 4.4561 -0.270
O 2.8521 -5.6234 3.2359 -0.291
C 2.4756 -4.2363 2.9918 -0.243
C 1.8642 -4.0384 1.6206 -0.036
C 3.5529 -5.5348 5.7717 -0.063
H 3.4244 -3.6961 3.2230 0.114
H 1.7678 -3.9488 3.7951 0.114
H 2.6357 -3.9303 0.8329 0.078
H 1.4488 -3.0641 1.7407 0.045
H 1.1016 -4.7561 1.4737 0.071
H 3.1614 -5.6763 6.7454 0.040
H 3.8015 -4.5279 5.4222 0.053
H 4.4246 -6.1964 5.6170 0.061
O -5.4594 2.7685 -0.2281 -0.258
S -6.3304 2.1612 -1.1435 0.516
O -5.8716 1.5257 -2.3480 -0.281
O -7.0718 1.0344 -0.3644 -0.268
C -7.3056 1.2930 1.0653 -0.210
C -8.2814 0.2154 1.6004 -0.033
C -7.5773 3.3693 -1.5609 -0.104
H -7.6488 2.3513 1.1289 0.120
H -6.3315 1.2741 1.5034 0.099
H -9.2329 0.2988 1.0564 0.086
H -8.4366 0.3460 2.6496 0.071
H -7.8322 -0.7669 1.4391 0.068
H -8.1781 3.6790 -0.7122 0.064
H -8.2245 3.0890 -2.4201 0.091
H -6.9888 4.2566 -1.7567 0.061
O 2.1433 3.5783 3.0115 -0.260
S 2.6449 2.4799 3.7373 0.527
O 1.8429 2.0380 4.8308 -0.252
O 2.8358 1.3355 2.7462 -0.263
C 1.7273 0.9885 1.8558 -0.197
C 1.9289 -0.4629 1.4215 -0.055
C 4.3978 2.6161 4.1903 -0.085
H 1.7850 1.6198 0.9727 0.102
H 0.7599 1.0546 2.3748 0.109
H 2.2700 -1.1254 2.2103 0.064
H 2.6260 -0.6735 0.5989 0.061
H 0.8991 -0.7013 1.1201 0.079
H 4.4459 3.4755 4.8418 0.066
H 5.0062 2.7844 3.3108 0.060
H 4.8065 1.7657 4.7056 0.067
O 3.0462 5.9006 -2.9271 -0.266
S 2.4093 4.7046 -2.4300 0.600
O 1.8531 3.7216 -3.2830 -0.255
O 3.4102 3.8461 -1.4963 -0.279
C 4.4376 4.5510 -0.7656 -0.234
C 5.3701 3.4818 -0.1653 -0.044
C 1.2765 5.0566 -1.0974 -0.102
H 3.9914 5.0653 0.0542 0.102
H 4.9599 5.2910 -1.3562 0.115
H 6.0675 2.9302 -0.8112 0.090
H 4.7269 2.8088 0.3412 0.054
H 5.9507 3.9786 0.5559 0.056
H 0.5173 5.7437 -1.4417 0.035
H 1.7319 5.4518 -0.1994 0.076
H 0.7283 4.1193 -0.9120 0.048
O -4.8372 -3.6156 -3.8412 -0.254
S -4.8542 -2.2551 -3.3919 0.631
O -3.8527 -1.6891 -2.5433 -0.310
O -4.8981 -1.3324 -4.7512 -0.244
C -3.8313 -0.3339 -4.8479 -0.228
C -2.4407 -0.8381 -5.3521 -0.048
C -6.4009 -1.7802 -2.6934 -0.114
H -3.7055 0.0808 -3.8467 0.079
H -4.1762 0.4444 -5.4887 0.110
H -2.5716 -1.1320 -6.3774 0.063
H -2.1344 -1.7813 -4.7957 0.089
H -1.6292 -0.1172 -5.2974 0.065
H -6.6207 -0.7219 -2.6585 0.047
H -6.4618 -2.0081 -1.6534 0.051
H -7.2647 -2.1480 -3.2157 0.075
C 3.5553 -4.7659 -2.3226 -0.202
C 2.5555 -4.8683 -3.4890 -0.128
O 1.6351 -5.9498 -3.1466 -0.197
S 2.0552 -6.6333 -1.7386 0.642
O 2.7831 -7.8669 -1.9116 -0.233
O 0.8991 -6.6932 -0.8504 -0.255
O 3.0361 -5.4836 -1.2700 -0.216
H 3.7211 -3.7399 -1.9769 0.108
H 4.5285 -5.2150 -2.5502 0.142
H 2.9777 -5.0722 -4.4987 0.146
H 1.8996 -4.0205 -3.6009 0.093
```

**Highest occupied orbital energy**: -0.3948 Ha
**Kohn-Sham gap**: 10.78 eV
**LUMO level**: 0.040 eV

***

E_tot / hartree: -4965.3603 -9006.2120